No. 1
Computed, not measured: a single C6H15N3 molecule at a distorted geometry, with wB97M-V/def2-TZVPD.

Computed properties:
- Highest occupied orbital energy: -7.9 eV
- Energy relative to the best compared isomer or geometry (same formula, charge and spin): 32.8 kcal/mol
- Gap between HOMO and LUMO: 8.8 eV

The geometry in XYZ format:
```
24
Properties=species:S:1:pos:R:3:forces:R:3:nbo_charge:R:1
C -1.39106 -0.79465 0.23447 0.127 0.039 -0.105 -0.22
C -0.57653 0.31353 0.91258 -0.493 -0.272 0.169 -0.22
C 0.79304 2.28293 0.44860 0.060 0.455 0.021 -0.41
C -2.10279 -0.28730 -1.02213 0.001 -0.066 0.243 -0.61
C -0.55943 -2.03892 -0.07331 -0.079 0.041 0.071 -0.62
N 0.45960 0.91274 0.05654 0.181 -0.494 -1.574 -0.47
C 1.77104 0.08174 -0.01117 -0.394 0.038 -0.245 0.57
N 1.90268 -0.04916 -1.30260 0.693 -0.217 -0.456 -0.94
N 2.23606 -0.19457 1.14535 0.253 -0.038 0.249 -0.87
H -2.15793 -1.07315 0.96712 0.063 0.080 -0.005 0.21
H 0.35524 0.78103 -1.03225 -0.399 0.639 1.945 0.49
H 2.74494 -0.52452 -1.60429 0.054 -0.063 0.187 0.36
H 3.09265 -0.73513 1.10452 -0.023 0.005 -0.100 0.36
H -0.04830 -0.07342 1.79012 -0.039 0.124 -0.088 0.25
H -1.25931 1.10744 1.22812 0.086 0.013 -0.042 0.20
H 1.20504 2.26150 1.45765 -0.081 -0.063 -0.046 0.23
H 1.54914 2.67337 -0.23056 -0.019 -0.082 -0.021 0.23
H -0.09204 2.91894 0.41354 0.003 -0.084 -0.005 0.20
H -2.81102 -1.03456 -1.37607 -0.012 -0.032 -0.066 0.22
H -0.04292 -2.38826 0.81849 0.040 -0.061 0.052 0.22
H -1.39577 -0.10026 -1.83000 0.029 0.013 -0.092 0.21
H -2.65804 0.62878 -0.81963 -0.036 0.077 -0.031 0.20
H 0.18812 -1.82988 -0.83570 0.036 0.002 -0.052 0.23
H -1.20239 -2.83821 -0.43939 -0.049 -0.054 -0.008 0.21
```
Forces are in eV/Å.

No. 2
Computed, not measured: a molecular structure, C6H15N3O at a distorted geometry, with wB97M-V/def2-TZVPD.

Computed properties:
- Highest occupied orbital energy: -8.5 eV
- Energy relative to the best compared isomer or geometry (same formula, charge and spin): 76.5 kcal/mol
- Gap between HOMO and LUMO: 9.3 eV

The geometry in XYZ format:
```
25
Properties=species:S:1:pos:R:3:forces:R:3:nbo_charge:R:1
C -0.42876 0.42866 -1.54994 -0.170 -0.375 0.427 -0.51
C -0.14536 1.41728 -2.68151 0.058 0.017 0.141 -0.60
C 0.05867 0.96586 -0.20361 1.289 1.294 -0.716 0.73
N 1.59568 0.88576 -0.16700 -0.971 -0.287 0.430 -0.90
O -0.47700 1.93484 0.33321 0.283 -0.879 0.027 -0.69
H 1.96467 1.55000 0.50154 0.040 0.239 -0.292 0.40
H 2.05936 0.88740 -1.06420 -0.102 0.433 -0.059 0.40
H -1.50658 0.29078 -1.46986 -0.005 -0.044 0.021 0.23
H 0.02504 -0.54388 -1.75715 -0.011 -0.020 -0.008 0.21
H -0.58130 1.06099 -3.61479 -0.009 -0.024 0.034 0.22
H -0.57995 2.38825 -2.44511 0.049 0.001 -0.019 0.23
H 0.92537 1.54744 -2.85431 -0.038 0.051 0.001 0.19
C 0.08605 -0.01321 2.38880 0.053 -0.010 -0.264 -0.43
C -1.50326 -1.08279 0.92436 0.412 -0.229 0.116 -0.44
N -0.13698 -0.59715 1.06489 0.716 -0.897 -0.307 -0.46
C 1.07313 -1.56157 0.68709 -1.109 2.722 -0.631 0.19
N 0.90604 -2.76165 0.38284 0.558 -0.050 -0.287 -0.68
H -0.04022 -3.13503 0.41107 -0.172 0.120 0.415 0.34
H 1.80301 -0.45494 0.27924 -0.644 -1.994 1.036 0.31
H -0.46546 0.92541 2.47104 -0.042 -0.029 -0.029 0.23
H -0.22914 -0.70754 3.17007 -0.024 -0.002 0.045 0.19
H 1.14658 0.19656 2.53060 0.028 -0.041 -0.062 0.21
H -2.18496 -0.23078 0.93926 -0.014 -0.035 0.001 0.23
H -1.75563 -1.76736 1.73783 -0.125 -0.009 0.064 0.19
H -1.60903 -1.62332 -0.01438 -0.051 0.049 -0.084 0.21
```
Forces are in eV/Å.

No. 3
Computed, not measured: a gas-phase ion, C6H15N4 (charge +1) at a distorted geometry, with wB97M-V/def2-TZVPD.

Computed properties:
- Highest occupied orbital energy: -13.7 eV
- Energy relative to the best compared isomer or geometry (same formula, charge and spin): 61.7 kcal/mol
- SMILES string: CC(C)(C)[C@@]1([NH3+])CNN=N1
- Gap between HOMO and LUMO: 10.2 eV
- Total charge: +1

The geometry in XYZ format:
```
25
Properties=species:S:1:pos:R:3:forces:R:3:nbo_charge:R:1
C -0.38510 2.04538 -0.49116 -0.937 -1.668 1.543 -0.29
C 0.44994 0.84462 0.11411 -2.261 -1.031 -0.168 0.23
C -0.31020 -1.36441 -0.96404 2.074 1.474 -1.239 -0.64
C -1.68405 -0.24113 0.86751 -0.377 0.001 -0.084 -0.63
C 0.51724 -1.30204 1.43944 0.815 1.011 1.179 -0.62
C -0.28407 -0.61113 0.31415 -0.415 2.858 2.359 -0.03
N 0.81674 1.27796 1.45234 1.051 -0.821 -0.426 -0.30
N 0.35810 2.38651 1.68098 -0.496 1.843 1.038 0.12
N -0.28359 2.93200 0.67253 -1.716 2.901 -0.753 -0.43
N 1.73887 0.67007 -0.65913 -0.312 2.163 0.420 -0.75
H 0.04329 2.29364 -1.44304 0.306 1.116 -0.365 0.20
H -1.46925 1.83871 -0.65885 1.045 -0.079 -0.110 0.25
H 0.70475 -1.86951 -1.05142 -1.191 0.320 -0.595 0.20
H -0.58409 -0.68704 -1.84101 0.613 -0.915 0.901 0.22
H -1.04410 -2.08862 -0.92428 -1.369 -1.829 0.006 0.26
H -2.30071 -1.13120 1.10769 0.366 0.402 -0.522 0.25
H -1.65751 0.31884 1.81188 0.473 -0.143 -0.156 0.23
H -2.19676 0.43727 0.17002 -0.324 -0.797 0.138 0.20
H 0.26617 -2.34484 1.53297 0.294 -0.579 -0.484 0.24
H 0.41200 -0.91887 2.52954 -0.224 -0.146 -2.152 0.26
H 1.58541 -1.07214 1.19630 -0.466 -1.144 0.455 0.18
H -0.90873 3.81634 0.86639 1.893 -2.608 -0.521 0.45
H 2.42747 0.78451 0.12416 0.045 -0.189 -1.104 0.47
H 1.78149 1.51878 -1.36311 0.505 -2.628 1.321 0.46
H 1.70835 -0.29566 -1.00892 0.607 0.489 -0.680 0.46
```
Forces are in eV/Å.

No. 4
Computed, not measured: a gas-phase ion, C6H15N4O (charge +1) at a distorted geometry, with wB97M-V/def2-TZVPD.

Computed properties:
- Highest occupied orbital energy (alpha / beta): -10.1 / -10.1 eV
- Energy relative to the best compared isomer or geometry (same formula, charge and spin): 95.0 kcal/mol
- Gap between HOMO and LUMO (alpha / beta): 7.1 / 7.4 eV
- Total charge: +1

The geometry in XYZ format:
```
26
Properties=species:S:1:pos:R:3:forces:R:3:nbo_charge:R:1
C 0.66580 1.83594 0.08198 3.688 1.362 -1.778 -0.27
C -1.47611 1.02515 -0.80010 2.452 -2.247 0.752 0.00
C 1.83209 -1.49851 -0.87389 -0.853 -2.181 4.731 -0.33
C 1.31151 0.73627 0.87665 0.116 -0.159 -0.377 -0.10
C -0.49999 -1.27971 0.00228 0.992 4.196 -2.792 0.74
C -2.85309 -0.70481 0.41812 -0.332 -1.458 -3.509 -0.44
N -0.72819 1.95939 -0.09057 -1.052 0.233 1.126 -0.60
N 0.50709 -1.11158 -0.88044 0.502 -0.763 -1.095 -0.57
N -1.49770 -0.39997 -0.15400 -1.853 -0.337 2.107 -0.43
N 2.46196 0.11018 0.49943 -0.441 1.381 -0.747 -0.63
O -0.40895 -2.13803 0.95526 -0.486 -1.392 1.192 -0.63
H 1.01856 2.84882 0.45142 -0.261 -1.013 -0.235 0.23
H 1.19377 1.77089 -0.95438 -0.976 0.243 1.120 0.18
H -2.48166 1.31226 -0.75400 -1.398 0.256 -0.627 0.22
H -1.04168 0.81570 -1.77567 -0.411 0.681 -0.354 0.19
H 2.10842 -2.35914 -0.18982 -0.344 1.147 -1.030 0.19
H 2.23802 -1.48101 -1.78678 1.649 -0.042 -3.257 0.19
H 0.69937 0.32436 1.62993 0.019 -0.647 1.150 0.19
H -2.81949 -1.76323 0.86286 -0.465 2.026 -0.260 0.25
H -3.33876 0.13649 0.95690 0.763 -0.854 0.217 0.23
H -3.41222 -0.75642 -0.63858 0.234 -0.271 2.595 0.21
H -1.19655 2.30414 0.75573 0.225 -0.174 -0.643 0.39
H 0.33077 -0.70692 -1.79707 -0.821 0.211 0.688 0.42
H 3.09600 -0.33975 1.13827 -0.505 -0.335 0.518 0.43
H 3.05055 0.54303 -0.22027 -0.672 0.110 0.350 0.42
H -0.17182 -3.01573 0.61187 0.229 0.028 0.159 0.52
```
Forces are in eV/Å.

No. 5
Computed, not measured: 2 unconnected molecules or ions with the total composition C6H15N4O2 at a distorted geometry, with wB97M-V/def2-TZVPD.

Computed properties:
- Highest occupied orbital energy (alpha / beta): -12.1 / -12.3 eV
- Energy relative to the best compared isomer or geometry (same formula, charge and spin): 129.9 kcal/mol
- Gap between HOMO and LUMO (alpha / beta): 8.1 / 8.0 eV
- Total charge: +1

The geometry in XYZ format:
```
27
Properties=species:S:1:pos:R:3:forces:R:3:nbo_charge:R:1
C -0.15035 -2.39067 0.29406 -1.239 2.132 0.145 0.34
C 3.00222 0.58150 0.11099 -1.324 -2.392 -1.218 0.79
C -2.13095 -0.28287 -0.93995 -1.283 -1.699 3.605 -0.63
C -1.95721 0.54993 1.40885 2.223 1.259 1.361 -0.63
C -0.10108 -0.91479 0.50129 0.682 0.263 -0.661 -0.16
C -1.20497 0.07988 0.17745 1.277 1.574 -1.032 0.11
N 4.22136 0.32335 0.57653 1.017 0.990 0.739 -0.79
N -0.45555 1.32268 -0.46782 1.479 1.167 1.062 -0.74
N 2.62608 -0.52930 -0.65591 -2.020 0.397 -0.638 -0.43
N 1.37128 -0.62485 -1.16275 -0.257 0.555 1.022 -0.39
O 0.81743 -3.04720 0.59043 -0.594 -0.844 -0.285 -0.50
O 2.18974 1.45906 0.31838 0.729 0.897 0.477 -0.66
H -1.18822 -2.67092 -0.14734 1.645 -0.747 0.416 0.13
H -3.05757 -0.73559 -0.60718 -0.296 0.181 0.401 0.24
H -2.34305 0.50349 -1.51307 -1.150 3.279 -2.127 0.22
H -1.75505 -0.99301 -1.53297 1.891 -2.689 -2.497 0.22
H -2.81514 1.15612 1.20470 -0.818 -0.133 -0.456 0.24
H -2.16999 -0.41711 1.84478 -0.635 0.254 0.919 0.25
H -1.34373 1.26639 2.13346 -0.799 -2.002 -1.327 0.23
H 0.54205 -0.53999 1.29797 0.164 -0.341 -0.174 0.23
H 4.76412 -0.46823 0.29118 -0.218 -0.294 -0.224 0.41
H 4.79601 1.08362 0.82410 0.489 1.023 0.698 0.42
H -0.22888 1.20225 -1.47270 -0.292 -0.032 0.799 0.45
H -0.89184 2.22891 -0.27799 -1.015 -0.380 -0.545 0.42
H 3.27579 -1.26000 -0.79440 0.414 -1.004 -0.038 0.39
H 0.47945 1.57975 -0.02093 -0.260 -1.389 -0.428 0.48
H 1.27956 -1.55247 -1.57537 0.192 -0.024 0.005 0.36
```
Forces are in eV/Å.

| no. | molar mass (u) |
| --- | --- |
| 1 | 129.207 |
| 2 | 145.206 |
| 3 | 143.214 |
| 4 | 159.213 |
| 5 | 175.212 |